{"formula": "C2H4N2S3", "method": "the ωB97M-V functional and the def2-TZVPD basis", "de_lowest_kcal_mol": 12.95, "e_homo_ev": -8.90, "total_energy_ha": -1382.65146, "gap_ev": 9.0, "smiles": "NC(=S)S/C=N\\S", "symbols": ["N", "C", "S", "S", "C", "N", "S", "H", "H", "H", "H"], "positions_angstrom": [[2.37375, 1.29985, -0.06234], [1.53875, 0.21647, -0.06039], [2.18387, -1.33717, -0.08277], [-0.13757, 0.70137, 0.04626], [-0.98982, -0.84893, 0.14835], [-2.23403, -1.13190, 0.02909], [-3.36963, 0.15220, -0.10383], [3.39798, 1.13506, -0.10289], [2.00258, 2.23390, 0.11808], [-0.35334, -1.70420, 0.28037], [-4.41255, -0.71665, -0.20993]], "mulliken_charge": [-0.431, 0.496, -0.384, -0.153, -0.042, -0.317, -0.141, 0.228, 0.204, 0.370, 0.167]}